# 1
Computed, not measured: 27 unconnected molecules or ions with the total composition H54O27, with wB97M-V/def2-TZVPD.

Summary:
LUMO energy in eV: -1.04
E_tot in eV: -56160.4727
Energy above the lowest of the compared OMol25 structures with the same formula, charge and spin in kJ/mol: 409.1
HOMO energy in eV: -9.54

Geometry as XYZ:
```
81
Properties=species:S:1:pos:R:3:forces:R:3:mulliken_charge:R:1
O 1.2859 2.7615 4.9511 0.0 0.1 0.5 -0.615
H 0.7670 2.7407 4.1470 -0.2 0.1 -0.7 0.352
H 1.4948 1.8439 5.1258 0.1 -0.1 0.1 0.274
O -2.5407 5.2479 0.0822 -0.1 0.4 -0.3 -0.721
H -2.0809 6.0712 0.2465 0.2 0.2 -0.2 0.318
H -2.4619 4.7611 0.9026 -0.1 -0.3 0.4 0.375
O 2.1168 4.1581 0.9815 -0.2 0.6 -0.7 -0.683
H 1.4968 3.5390 1.3669 -0.5 -0.1 0.3 0.325
H 2.9612 3.7091 1.0227 0.4 -0.2 0.4 0.388
O -2.6938 3.8188 2.4746 0.0 0.1 0.1 -0.707
H -3.5697 3.4860 2.6705 -0.3 -0.2 -0.1 0.261
H -2.4156 4.2519 3.2816 0.2 0.2 0.3 0.327
O 2.8552 0.2103 -4.8174 1.0 0.3 -0.6 -0.646
H 2.1322 0.0281 -4.2171 -0.2 -0.1 0.2 0.510
H 2.7251 -0.4011 -5.5423 0.1 -0.1 -0.2 0.260
O -1.5735 -2.1922 3.4752 0.0 -0.1 -0.1 -0.594
H -1.0955 -1.4719 3.0642 0.1 0.2 -0.2 0.274
H -1.8695 -1.8365 4.3131 -0.3 0.1 0.2 0.282
O 4.1671 2.8820 2.1744 0.1 0.2 0.2 -0.614
H 4.2034 1.9271 2.2294 0.0 -0.5 -0.1 0.304
H 4.9788 3.1278 1.7306 0.3 0.1 -0.2 0.309
O -4.7939 -1.1611 -0.3126 0.2 0.2 -0.1 -0.670
H -4.1527 -1.6901 -0.7871 0.3 -0.2 -0.3 0.240
H -5.6326 -1.3786 -0.7195 -0.3 0.0 -0.2 0.339
O -0.1381 2.7281 2.1267 0.7 0.5 0.9 -0.688
H -0.1686 2.0583 1.4436 -0.2 -0.8 -0.4 0.459
H -1.0130 3.1164 2.1212 -0.3 0.1 0.0 0.348
O -0.5158 0.7494 0.3823 -0.3 0.1 0.4 -0.532
H 0.0689 0.8964 -0.3611 0.5 0.3 -0.7 0.201
H -0.5114 -0.1997 0.5071 0.0 -0.3 -0.3 0.126
O 4.1285 1.5549 -1.2756 0.8 0.8 -0.1 -0.627
H 3.2548 1.6332 -0.8923 -0.4 -0.1 -0.1 0.199
H 4.2670 0.6122 -1.3667 -0.1 -0.3 0.1 0.393
O 3.7492 -0.0625 1.9116 0.2 0.0 0.1 -0.616
H 3.9800 -0.8129 2.4592 0.3 0.1 0.4 0.269
H 2.8183 -0.1806 1.7227 -0.4 0.2 -0.3 0.288
O 1.3823 1.7078 -1.8468 -0.6 -0.3 1.2 -0.222
H 1.6632 2.4571 -2.3720 0.1 0.6 -0.3 0.202
H 1.0343 1.0846 -2.4846 -0.1 -0.3 -0.3 0.265
O -0.8969 -4.8327 3.6307 0.1 -0.8 -0.4 -0.617
H -1.2152 -5.0379 4.5098 0.0 -0.1 0.2 0.300
H -1.2069 -3.9424 3.4649 0.1 0.8 0.2 0.383
O -3.3182 -4.2543 1.3230 -0.1 -0.2 0.0 -0.597
H -3.4751 -5.1980 1.3536 -0.1 -0.3 0.1 0.253
H -2.6868 -4.0931 2.0241 0.1 0.2 0.3 0.245
O -0.0818 -4.9907 -0.7091 -0.1 0.0 0.0 -0.682
H -0.0364 -5.5420 0.0721 0.1 -0.1 0.3 0.283
H -0.7393 -5.4123 -1.2624 -0.3 -0.3 0.0 0.253
O -2.0639 3.3133 -1.8022 -0.1 -0.6 -0.6 -0.671
H -1.4998 2.7383 -1.2851 0.2 -0.1 0.1 0.292
H -2.2031 4.0783 -1.2441 -0.1 0.5 0.3 0.423
O 2.6209 3.1986 -3.7712 -0.1 0.3 0.0 -0.619
H 2.7574 3.4855 -4.6742 -0.1 0.1 -0.2 0.268
H 3.3986 2.6805 -3.5639 0.4 -0.4 0.2 0.288
O 0.4891 -3.4911 -2.9102 -0.2 0.4 -0.3 -0.535
H 1.2611 -3.8866 -3.3149 0.3 0.0 -0.2 0.305
H 0.2048 -4.1321 -2.2586 0.2 -0.2 0.1 0.317
O -5.3081 -1.6275 2.2375 -0.1 -0.1 1.1 -0.637
H -4.9289 -1.5830 1.3597 0.1 0.2 -0.6 0.425
H -6.1897 -1.9744 2.1008 -0.2 -0.1 0.1 0.262
O 2.3639 -2.6080 1.2367 0.0 -0.1 0.1 -0.578
H 2.9930 -2.3869 1.9234 0.1 0.0 0.1 0.196
H 1.9080 -3.3814 1.5687 -0.1 -0.4 0.1 0.227
O 0.7047 -0.3339 -3.5144 -0.6 -0.2 0.2 -0.619
H 0.0184 -0.1926 -4.1665 -0.3 0.2 -0.3 0.242
H 0.4315 -1.1223 -3.0454 0.0 -0.5 0.3 0.121
O -3.2648 -2.4281 -3.6023 0.3 0.2 -0.6 -0.607
H -2.9812 -2.7115 -2.7331 -0.1 -0.1 0.3 0.336
H -3.8734 -1.7089 -3.4336 -0.1 0.2 0.0 0.317
O 0.4619 -1.7966 -0.5816 -0.4 0.5 0.0 -0.044
H 0.9978 -2.1260 0.1399 0.4 0.1 0.2 0.203
H 0.3244 -2.5578 -1.1454 0.0 -0.2 -0.3 0.156
O 3.5950 -1.0847 -0.9726 0.3 -0.3 -0.2 -0.621
H 2.7763 -1.1268 -1.4668 -0.4 0.1 -0.2 0.299
H 3.4410 -1.6365 -0.2058 0.0 -0.1 0.1 0.340
O 1.8289 6.0448 -1.1356 0.0 0.5 -0.7 -0.627
H 2.0451 5.2750 -0.6093 0.0 -0.5 0.5 0.439
H 1.3632 6.6245 -0.5328 0.0 0.0 0.2 0.258
O -3.5795 -3.7534 -1.2385 -0.2 0.2 -0.8 -0.593
H -3.6962 -3.7304 -0.2888 0.2 -0.1 0.8 0.478
H -3.0436 -4.5309 -1.3956 0.0 -0.1 0.0 0.185
```
Forces are in eV/Å.

---

# 2
Computed, not measured: 28 unconnected molecules or ions with the total composition H56O28, with wB97M-V/def2-TZVPD.

Summary:
LUMO energy in eV: -0.08
E_tot in eV: -58244.4033
Energy above the lowest of the compared OMol25 structures with the same formula, charge and spin in kJ/mol: 13.2
HOMO energy in eV: -11.06

Geometry as XYZ:
```
84
Properties=species:S:1:pos:R:3:forces:R:3:mulliken_charge:R:1
O 2.3912 4.2822 5.1986 0.8 0.2 0.3 -0.650
H 1.9304 4.9297 5.7086 -0.3 0.7 0.7 0.318
H 1.7312 3.9681 4.5852 -0.4 -0.8 -0.7 0.371
O 1.1399 2.7130 3.4588 -0.9 -2.2 -0.1 -0.694
H 0.2518 2.6647 3.0415 0.8 0.1 0.2 0.179
H 1.3805 1.7124 3.5561 -0.3 1.7 -0.3 0.415
O -0.7011 3.4365 -2.5932 0.6 0.0 -0.7 -0.752
H -1.4682 2.9322 -2.3236 -0.8 -0.3 0.4 0.366
H -0.6038 4.1431 -1.9581 0.0 0.6 0.5 0.354
O -2.2212 -2.2875 -3.5998 -1.4 -0.5 0.4 -0.771
H -1.4894 -1.9965 -3.0365 0.4 0.4 0.0 0.458
H -3.0087 -2.2021 -3.0159 0.6 0.1 -0.6 0.365
O 1.2628 -3.9438 -0.4398 -0.2 -0.1 3.0 -0.546
H 1.7641 -3.5393 0.3194 -0.9 -0.6 -0.8 0.250
H 1.6897 -3.5485 -1.1663 1.0 0.8 -2.2 0.284
O 2.2885 4.8316 -1.0506 0.7 0.0 -1.0 -0.568
H 2.9821 4.8109 -1.7424 -0.8 0.1 0.4 0.260
H 2.7896 4.6705 -0.2430 -0.1 -0.3 0.7 0.301
O -2.0450 0.9273 2.2605 -1.2 -1.2 -1.1 -0.595
H -2.6184 0.3575 1.6651 0.9 1.0 0.8 0.296
H -1.8032 0.2692 2.9437 0.3 0.2 0.0 0.255
O 1.6210 -0.0938 3.3553 -0.7 -0.3 -0.1 -0.730
H 2.1502 -0.4602 2.5955 -1.1 -0.1 0.9 0.314
H 0.7189 -0.5290 3.5041 1.8 0.4 -0.7 0.365
O 2.8350 3.6812 1.5165 -0.3 0.2 -2.2 -0.631
H 3.5498 3.6764 2.1413 0.5 0.0 1.2 0.305
H 2.0046 3.3925 1.9096 0.2 -0.2 0.6 0.286
O -1.3210 -3.4507 2.9297 -0.6 -1.7 0.3 -0.710
H -1.6329 -4.4023 3.0101 0.6 1.9 -0.2 0.296
H -1.3566 -3.2529 1.9847 -0.1 -0.1 -0.2 0.323
O -4.1806 -4.6771 -1.5026 2.5 1.6 -2.1 -0.632
H -4.5569 -5.4418 -1.1921 -1.9 -2.6 1.8 0.305
H -3.5865 -5.1184 -2.1982 -0.5 1.3 0.5 0.375
O -3.7198 3.0513 1.1604 -0.3 -0.9 -1.0 -0.648
H -3.7904 3.9430 1.4636 0.1 0.8 0.4 0.294
H -3.2054 2.5315 1.7790 0.3 0.0 0.6 0.350
O 0.7457 -1.7079 -5.2940 -1.8 0.8 -1.1 -0.655
H 0.1282 -2.0906 -4.6440 0.4 0.1 -0.2 0.273
H 0.0987 -1.2486 -5.9166 1.4 -0.9 1.1 0.331
O -2.6134 -5.0745 -3.6047 -0.5 -2.5 0.3 -0.716
H -1.8124 -5.5248 -3.8865 0.1 0.3 0.2 0.283
H -2.5435 -4.1564 -3.7526 0.7 2.2 -0.5 0.420
O 2.5618 0.9394 -0.0706 0.6 -0.7 1.3 -0.514
H 2.2982 1.0812 -0.9631 -0.6 0.4 -1.4 0.215
H 2.8707 1.7804 0.2858 -0.1 0.3 0.1 0.248
O -0.0572 -0.4933 0.0651 -0.4 0.2 0.3 0.319
H 0.5447 0.1246 0.5258 -0.3 -0.1 -0.4 -0.016
H -0.9218 -0.0472 -0.0360 0.8 -0.1 0.2 -0.076
O 0.0578 2.6819 0.6303 0.2 0.7 1.8 0.381
H 0.4040 2.7138 -0.2415 0.3 -0.1 -1.3 -0.048
H -0.7040 2.1166 0.6562 -0.7 -0.4 -0.3 -0.047
O 4.6407 3.9598 3.6797 -0.2 1.0 -0.1 -0.695
H 4.6634 3.1329 4.1561 -0.1 -0.2 0.4 0.303
H 4.0229 4.5444 4.1893 0.5 -1.0 -0.3 0.386
O -2.4067 1.8003 -1.1749 -0.9 -0.2 1.5 -0.510
H -2.9674 2.2227 -0.4619 0.7 -0.1 -0.9 0.326
H -2.6643 0.8615 -1.0883 0.0 0.2 -0.5 0.142
O 0.9738 1.4588 -2.5634 0.9 0.1 -0.6 -0.508
H 1.5878 1.7244 -3.2873 -0.8 -0.2 0.8 0.222
H 0.3303 2.2202 -2.4654 0.3 -0.1 -0.4 0.267
O 3.1287 -1.5976 1.2198 0.7 -0.6 0.5 -0.630
H 3.1644 -0.9421 0.5122 0.1 0.4 -0.1 0.320
H 4.0544 -1.8156 1.4686 -1.0 0.3 -0.4 0.280
O 0.1463 -6.1577 -1.8756 0.1 0.1 0.2 -0.616
H 0.8144 -6.0127 -2.5543 0.0 0.0 0.1 0.296
H 0.5082 -5.6944 -1.0982 -0.1 -0.1 -0.4 0.332
O -0.0738 -1.1291 -2.6018 0.8 0.8 -0.7 -0.415
H 0.0491 -1.1734 -1.6469 0.1 0.3 0.6 0.160
H 0.2431 -0.2045 -2.8560 -0.5 -1.1 0.5 0.363
O -1.7727 -3.3336 -0.2240 1.1 1.0 1.2 -0.476
H -0.9007 -3.6169 -0.5204 0.5 0.1 0.0 0.227
H -2.3759 -3.7563 -0.7965 -1.6 -1.4 -1.0 0.244
O 2.1871 -2.9497 -2.9257 0.5 -0.7 0.4 -0.681
H 2.9892 -2.7480 -3.4162 -0.2 0.1 0.0 0.284
H 1.6346 -2.1681 -2.9273 -0.5 0.6 -0.3 0.337
O -0.5483 5.5619 -0.0867 -1.0 0.2 -0.3 -0.683
H 0.3415 5.8153 -0.2741 1.1 0.5 -0.5 0.322
H -0.4171 4.8365 0.5114 -0.1 -0.9 0.5 0.296
O -3.3000 -1.0553 -0.7478 -0.1 -1.0 0.8 -0.675
H -2.6678 -1.7986 -0.5935 0.4 0.5 -0.2 0.294
H -4.0683 -1.4677 -0.3068 0.0 0.7 -0.4 0.353
O -1.0386 -0.9693 4.0728 0.1 0.0 -0.7 -0.608
H -1.2513 -1.9162 3.9461 0.0 0.0 0.0 0.329
H -1.2568 -0.7074 4.9582 -0.1 0.0 0.7 0.254
```
Forces are in eV/Å.

---

# 3
Computed, not measured: a single H5N2OP molecule, with wB97M-V/def2-TZVPD.

Summary:
LUMO energy in eV: 1.09
E_tot in eV: -14395.6619
Energy above the lowest of the compared OMol25 structures with the same formula, charge and spin in kJ/mol: 340.2
Structure (SMILES): NOPN
HOMO energy in eV: -8.44

Geometry as XYZ:
```
9
Properties=species:S:1:pos:R:3:forces:R:3:mulliken_charge:R:1
N 1.8216 -0.7093 0.4398 -0.1 -0.3 -0.4 -0.467
O 0.4983 -0.3485 0.8363 0.3 0.3 0.5 -0.228
P -0.6825 -0.9783 -0.1394 1.1 0.9 -2.3 0.169
N -1.8621 -0.0511 0.5936 -0.2 0.3 0.0 -0.430
H 2.3041 -0.9462 1.3026 -0.2 0.1 -0.1 0.246
H 2.2360 0.1396 0.0592 -0.1 0.0 0.2 0.244
H -0.2047 -0.1029 -1.5436 -0.7 -1.2 2.1 -0.028
H -1.6217 0.8967 0.8493 -0.1 0.0 -0.1 0.251
H -2.8087 -0.1462 0.2568 0.1 -0.1 0.1 0.243
```
Forces are in eV/Å.

---

# 4
Computed, not measured: a molecular structure, H5N2OP, with wB97M-V/def2-TZVPD.

Summary:
LUMO energy in eV: 0.86
E_tot in eV: -14394.9279
Energy above the lowest of the compared OMol25 structures with the same formula, charge and spin in kJ/mol: 411.1
HOMO energy in eV: -9.10

Geometry as XYZ:
```
9
Properties=species:S:1:pos:R:3:forces:R:3:mulliken_charge:R:1
N 0.6666 1.1169 1.1763 2.7 -3.0 -1.1 -0.439
N -0.7427 -1.2833 -0.0123 0.2 -0.6 -0.4 -0.532
O 0.1106 1.1413 -0.1771 0.3 0.5 0.7 -0.187
P 0.4734 -0.3295 -0.7658 -1.9 -0.9 -2.9 0.136
H 0.4215 1.9793 1.5520 0.0 1.9 0.6 0.235
H 1.7613 0.8995 1.0934 -3.0 1.3 0.2 0.281
H -0.6657 -2.2935 -0.1038 0.9 0.1 0.4 0.261
H -1.6111 -1.1518 -0.4811 -1.0 0.7 -0.1 0.250
H -0.4139 -0.0789 -2.2815 1.8 -0.1 2.6 -0.005
```
Forces are in eV/Å.